[1]
Formula: C14H18BN7O2Pb
Source: the Open Molecules 2025 dataset
Level of theory: the ωB97M-V functional and the def2-TZVPD basis

Atoms and positions in Å:
1 H -0.61138 2.98047 0.82669
2 N -0.09426 1.69828 -0.78474
3 B 0.67383 0.65618 -2.96225
4 N 0.56565 1.89078 -1.98356
5 C 0.94110 3.17911 -2.07649
6 Pb -1.14655 -0.40809 -0.16506
7 H 1.45526 3.53526 -2.97440
8 C 0.51528 3.84034 -0.92426
9 H 0.64295 4.87578 -0.68382
10 C -0.13053 2.87663 -0.15040
11 H 1.16135 1.04263 -3.98348
12 C -1.23307 -2.41827 0.00849
13 H -2.01209 -2.17792 0.85416
14 H -0.35080 -2.80246 0.46392
15 H -1.71263 -2.75043 -0.93786
16 N -0.76271 0.02146 -3.14532
17 N 1.60148 -0.44434 -2.32500
18 N -1.43766 -0.58788 -2.08419
19 N 1.19282 -1.11470 -1.18159
20 C -1.58918 -0.02795 -4.20621
21 C 2.81528 -0.89581 -2.71250
22 H -1.24355 0.39788 -5.16952
23 H 3.28831 -0.52364 -3.61261
24 C -2.78038 -0.67666 -3.84330
25 C 3.21887 -1.88150 -1.78893
26 C -2.64410 -1.02853 -2.51574
27 C 2.16357 -1.95632 -0.84695
28 H -3.64630 -0.87795 -4.49922
29 H 4.12044 -2.43583 -1.81614
30 H -3.37151 -1.54459 -1.84167
31 H 2.13577 -2.56182 0.05415
32 H -2.50952 0.32777 0.73783
33 O -1.04378 1.50086 2.52160
34 C -0.19006 0.69310 2.78030
35 C 0.48947 0.52557 4.12737
36 C 1.41798 -0.62484 3.94343
37 C 1.11654 -1.13860 2.55793
38 O 1.49369 -2.24234 2.12828
39 N 0.34402 -0.22746 1.89802
40 H 1.00368 1.44169 4.36936
41 H -0.28708 0.34874 4.85435
42 H 2.43869 -0.28122 3.99355
43 H 1.26573 -1.40099 4.66978

Spin multiplicity   1
Energy above the lowest of the compared OMol25 structures with the same formula, charge and spin   4.164 eV
Total charge   +2
HOMO (spin up / spin down)   -15.45 / -15.44 eV
DFT total energy   -1294.97655 Ha

=====

[2]
Formula: C14H18BiF6N4O6S5
Source: the Open Molecules 2025 dataset
Level of theory: the ωB97M-V functional and the def2-TZVPD basis

Atoms and positions in Å:
1 Bi 0.19104 0.23497 0.27408
2 F 3.48047 -4.15943 2.93136
3 C 2.55710 -3.79936 2.04010
4 F 1.66027 -3.03760 2.66185
5 F 1.91483 -4.91637 1.66130
6 S 3.35288 -2.92770 0.56836
7 O 2.24459 -2.32383 -0.12199
8 O 4.02587 -3.99229 -0.11170
9 N 4.33950 -1.96597 1.30316
10 S 4.23938 -0.40055 1.20420
11 O 2.94651 0.13510 0.88548
12 O 5.36172 0.19271 0.54440
13 C 4.47448 0.00875 3.02310
14 F 5.55737 -0.58213 3.53596
15 F 4.61339 1.32365 3.21586
16 F 3.42027 -0.40141 3.72385
17 S 0.65041 1.86921 4.66050
18 C 0.44469 1.32332 3.14025
19 S 0.19524 -0.35973 2.75341
20 S 0.43381 2.38292 1.75630
21 C 0.49017 3.36083 -4.32528
22 O -0.06283 4.00198 -3.19016
23 C -0.63797 3.18538 -2.26454
24 O -0.63715 1.98016 -2.32822
25 N -1.22411 3.95858 -1.32834
26 N -1.93234 3.40550 -0.25836
27 H 0.48087 4.09127 -5.13195
28 H -0.10688 2.48705 -4.58799
29 H 1.51388 3.04550 -4.12305
30 H -0.92363 4.92846 -1.29707
31 H -2.69760 4.02399 -0.01006
32 H -1.33896 3.26431 0.56035
33 C 0.08443 -1.82725 -2.30778
34 N -0.85628 -1.68364 -1.21185
35 C -1.04961 -2.90438 -0.45403
36 C -2.11483 -1.08006 -1.62335
37 C -2.81293 -0.39288 -0.47687
38 C -4.19897 -0.39429 -0.38464
39 C -4.84035 0.32699 0.60807
40 C -4.09327 1.04430 1.52381
41 C -2.71141 1.01662 1.45100
42 C -2.05762 0.32032 0.44949
43 H -0.26037 -2.53600 -3.07498
44 H 1.03544 -2.17363 -1.90574
45 H 0.22637 -0.85066 -2.77436
46 H -1.50545 -3.70321 -1.05844
47 H -1.69959 -2.68866 0.39423
48 H -0.08721 -3.25729 -0.08882
49 H -2.77541 -1.82315 -2.10165
50 H -1.87733 -0.30715 -2.36131
51 H -4.79086 -0.94332 -1.10624
52 H -5.92110 0.32445 0.66321
53 H -4.58007 1.63789 2.28489
54 H -2.14088 1.55772 2.19019

Spin multiplicity   1
Energy above the lowest of the compared OMol25 structures with the same formula, charge and spin   1.118 eV
Total charge   -1
HOMO   -5.32 eV
DFT total energy   -4019.57986 Ha

=====

[3]
Formula: C14H18F3N2O8
Source: the Open Molecules 2025 dataset
Level of theory: the ωB97M-V functional and the def2-TZVPD basis

Atoms and positions in Å:
1 O -0.82065 0.04762 0.67977
2 C -1.44287 -0.64793 -0.07427
3 O -0.87041 -1.62251 -0.82963
4 C -0.34368 -1.18957 -2.09052
5 C -1.35587 -0.54493 -3.05090
6 C -0.99668 0.88848 -3.43671
7 C -0.97386 1.84314 -2.22855
8 C -0.87622 3.27675 -2.61894
9 C -1.82543 4.18940 -2.92048
10 N -1.19644 5.38399 -3.25291
11 C 0.10430 5.19148 -3.14927
12 F 1.00009 6.07882 -3.37803
13 N 0.33703 3.95186 -2.77784
14 H -2.53319 -0.56208 -0.19621
15 H 0.48498 -0.50070 -1.88856
16 H 0.09034 -2.08439 -2.53011
17 H -2.36429 -0.56815 -2.63454
18 H -1.39541 -1.14731 -3.95937
19 H -0.02480 0.91384 -3.93699
20 H -1.73125 1.26716 -4.15153
21 H -0.13301 1.60921 -1.57155
22 H -1.87992 1.73146 -1.63158
23 H -2.89803 4.09701 -2.91624
24 H -1.64199 6.24855 -3.52430
25 H 1.25076 3.55024 -2.61494
26 C 2.47497 -0.50632 1.43054
27 C 2.65895 -1.15080 2.78565
28 O 3.86194 -0.57388 3.24529
29 C 4.02490 0.63177 2.62676
30 O 4.81314 1.45382 2.93542
31 O 3.13323 0.74989 1.60836
32 F 2.79259 -2.49886 2.69180
33 H 2.99065 -1.08305 0.66006
34 H 1.43075 -0.36748 1.16840
35 H 1.85923 -0.93597 3.49632
36 C 0.05691 -4.25970 4.03118
37 C -0.74778 -3.08618 4.55306
38 O -1.61973 -2.81268 3.47486
39 C -1.77365 -3.95242 2.73910
40 O -2.58424 -4.09755 1.89090
41 O -0.86735 -4.87552 3.12794
42 F 0.02399 -1.99261 4.78293
43 H 0.92375 -3.90297 3.47285
44 H 0.37497 -4.96222 4.79488
45 H -1.33528 -3.28997 5.44884

Spin multiplicity   1
Energy above the lowest of the compared OMol25 structures with the same formula, charge and spin   0.000 eV
Total charge   +1
HOMO   -13.14 eV
DFT total energy   -1555.08150 Ha

=====

[4]
Formula: C14H18N2O2S
Source: the Open Molecules 2025 dataset
Level of theory: the ωB97M-V functional and the def2-TZVPD basis

Atoms and positions in Å:
1 C -4.57195 -1.54360 1.37294
2 C -4.48118 -0.64519 0.13768
3 C -4.71059 -1.45528 -1.14014
4 C -3.15349 0.07112 0.09146
5 C -3.09390 1.45886 0.14542
6 C -1.88666 2.12426 0.10869
7 C -0.69235 1.41352 0.01733
8 O 0.44597 2.17368 -0.03907
9 C 1.68758 1.52954 -0.04153
10 C 1.98728 0.84909 1.28170
11 O 1.26651 0.87287 2.24412
12 N 3.19036 0.16523 1.34878
13 C 4.16443 0.01458 0.40935
14 N 4.16111 0.46845 -0.76342
15 C 5.31577 0.15572 -1.54275
16 C 6.33742 -0.67560 -0.72328
17 S 5.59461 -0.93694 0.91463
18 C -0.73791 0.02708 -0.03938
19 C -1.95776 -0.62572 -0.00074
20 H -3.82718 -2.33430 1.33070
21 H -4.40180 -0.96160 2.27583
22 H -5.55673 -2.00213 1.43503
23 H -5.27170 0.11038 0.20763
24 H -3.96725 -2.24260 -1.23688
25 H -4.64290 -0.81066 -2.01379
26 H -5.69664 -1.91482 -1.12365
27 H -4.00883 2.02948 0.22001
28 H -1.84094 3.20083 0.15302
29 H 2.43392 2.31232 -0.20646
30 H 1.78393 0.80561 -0.86113
31 H 3.36913 -0.26805 2.24846
32 H 4.98846 -0.39571 -2.42923
33 H 5.76224 1.09524 -1.88072
34 H 6.52916 -1.64951 -1.16971
35 H 7.28092 -0.14998 -0.58739
36 H 0.16523 -0.56117 -0.10176
37 H -1.96428 -1.70495 -0.04177

Spin multiplicity   1
Structure (SMILES)   CC(C)c1ccc(OCC(=O)NC2=NCCS2)cc1
Energy above the lowest of the compared OMol25 structures with the same formula, charge and spin   1.252 eV
HOMO   -8.13 eV
DFT total energy   -1202.46670 Ha